Record 1
Molecular formula: CHF4NO3SSr
Method: DFT, ωB97M-V/def2-TZVPD

HOMO energy = -9.31 eV
Lowest unoccupied orbital energy = -1.04 eV
Frontier orbital gap = 8.27 eV
Spin multiplicity = 1

Last column: natural (NBO) charge in e.
CARTESIAN COORDINATES (ANGSTROEM)
N 0.277 -1.019 -0.894  -0.625
S -0.617 0.247 -0.683  2.121
O -0.926 0.701 0.714  -1.057
O -1.506 0.562 -1.784  -0.866
C 0.969 1.307 -1.114  0.723
F 1.698 0.809 -2.106  -0.311
F 0.514 2.479 -1.547  -0.334
F 1.741 1.548 -0.064  -0.326
F -1.594 -1.477 4.281  -0.932
Sr -0.980 -0.889 2.428  1.903
O -0.008 -1.707 0.443  -0.800
H 0.431 -2.561 0.327  0.505

=====

Record 2
Molecular formula: CHFI2S
Method: DFT, ωB97M-V/def2-TZVPD

HOMO energy = -9.49 eV
Lowest unoccupied orbital energy = -2.03 eV
Frontier orbital gap = 7.46 eV
Spin multiplicity = 1
Structure (SMILES) = FC=S.II

Last column: natural (NBO) charge in e.
CARTESIAN COORDINATES (ANGSTROEM)
C 1.497 -0.189 -0.006  0.061
F 1.314 -0.100 1.338  -0.325
S 1.216 -1.559 -0.713  0.068
I -2.937 -0.741 -0.260  0.005
I -3.111 1.949 0.186  -0.003
H 2.022 0.640 -0.545  0.195

=====

Record 3
Molecular formula: CHFINO2
Method: DFT, ωB97M-V/def2-TZVPD

HOMO energy = -10.52 eV
Lowest unoccupied orbital energy = -0.80 eV
Frontier orbital gap = 9.71 eV
Spin multiplicity = 1
Structure (SMILES) = O=[N+]([O-])[C@H](F)I

Last column: natural (NBO) charge in e.
CARTESIAN COORDINATES (ANGSTROEM)
C -0.326 -0.203 -0.508  0.206
N 0.690 0.462 0.463  0.503
O 1.846 0.155 0.342  -0.358
O 0.213 1.206 1.235  -0.327
F -1.192 0.701 -0.999  -0.313
I -1.312 -1.688 0.769  0.109
H 0.081 -0.633 -1.303  0.180

=====

Record 4
Molecular formula: CHFNPS2
Method: DFT, ωB97M-V/def2-TZVPD

HOMO energy = -10.80 eV
Lowest unoccupied orbital energy = -2.15 eV
Frontier orbital gap = 8.66 eV
Spin multiplicity = 1

Last column: natural (NBO) charge in e.
CARTESIAN COORDINATES (ANGSTROEM)
C -0.178 -1.913 -0.153  0.004
N -0.729 -2.890 0.039  -0.415
F 1.365 -0.156 1.171  -0.548
P 0.547 0.365 -0.113  1.277
S 1.713 1.399 -1.215  -0.329
S -1.177 1.220 0.575  -0.136
H -1.541 1.974 -0.304  0.147

=====

Record 5
Molecular formula: CHFeO2
Method: DFT, ωB97M-V/def2-TZVPD

HOMO energy (spin up / spin down) = -15.21 / -15.29 eV
Lowest unoccupied orbital energy (spin up / spin down) = -7.39 / -7.52 eV
Frontier orbital gap (spin up / spin down) = 7.82 / 7.78 eV
Total charge = +1
Spin multiplicity = 5

Last column: natural (NBO) charge in e.
CARTESIAN COORDINATES (ANGSTROEM)
O 1.062 1.027 0.257  -0.513
C 0.700 -0.067 -0.142  0.348
O -0.747 -0.064 0.025  -0.881
Fe -0.210 -1.841 -0.587  1.457
H -0.806 0.945 0.446  0.589

=====

Record 6
Molecular formula: CHI2NO2
Method: DFT, ωB97M-V/def2-TZVPD

HOMO energy = -9.74 eV
Lowest unoccupied orbital energy = -0.59 eV
Frontier orbital gap = 9.16 eV
Spin multiplicity = 1

Last column: natural (NBO) charge in e.
CARTESIAN COORDINATES (ANGSTROEM)
C 0.758 0.112 0.136  -0.556
N 0.293 -0.057 1.788  0.516
O -0.372 0.852 2.245  -0.367
O 0.741 -1.003 2.364  -0.346
I 2.165 -1.391 -0.093  0.288
I 1.462 2.093 0.009  0.229
H -0.228 0.142 -0.327  0.236

=====

Record 7
Molecular formula: CHIN2
Method: DFT, ωB97M-V/def2-TZVPD

HOMO energy (spin up / spin down) = -10.21 / -10.21 eV
Lowest unoccupied orbital energy (spin up / spin down) = -3.91 / -3.91 eV
Frontier orbital gap (spin up / spin down) = 6.30 / 6.31 eV
Spin multiplicity = 1

Last column: natural (NBO) charge in e.
CARTESIAN COORDINATES (ANGSTROEM)
C 0.609 -1.124 -0.730  0.153
N 1.107 -1.961 -1.320  -0.499
N -0.290 1.192 0.148  -0.613
I -1.922 0.704 1.099  0.595
H 0.496 1.189 0.803  0.364

=====

Record 8
Molecular formula: CHIN2O2S
Method: DFT, ωB97M-V/def2-TZVPD

HOMO energy (spin up / spin down) = -9.55 / -9.55 eV
Lowest unoccupied orbital energy (spin up / spin down) = -3.22 / -3.22 eV
Frontier orbital gap (spin up / spin down) = 6.33 / 6.33 eV
Spin multiplicity = 1

Last column: natural (NBO) charge in e.
CARTESIAN COORDINATES (ANGSTROEM)
C -0.895 -0.488 -1.743  0.306
N -1.231 -1.491 -2.280  -0.319
N -0.302 0.351 -0.954  -0.221
O -0.822 -1.075 2.403  -0.793
O -0.337 0.085 0.369  -0.421
S -0.961 -1.248 0.996  1.452
I 2.831 2.563 0.393  -0.106
H 1.717 1.304 0.817  0.103

=====

Number 1: DFT total energy -31225.2423 eV. Number 2: DFT total energy -30806.4866 eV. Number 3: DFT total energy -17452.5953 eV. Number 4: DFT total energy -36218.7185 eV. Number 5: DFT total energy -39523.6868 eV. Number 6: DFT total energy -22835.5672 eV. Number 7: DFT total energy -12127.6536 eV. Number 8: DFT total energy -27058.3682 eV.